No. 1
The following is a quantum chemistry calculation of C42H35Cl2CsN4O7 as an isolated structure, from OMol25.

Properties
lowest unoccupied orbital energy = 3.607 eV
HOMO energy = -0.065 Ha
orbital gap = 5.363 eV
2S+1 = 1
total charge = -2
relative energy (zero: lowest compared OMol25 entry of this formula, charge and spin) = 2.03 kcal/mol

Each line ends with the Mulliken charge.
Element x y z (Å)
Cs  0.095  -0.352  0.481  1.0795
O  1.948  0.069  2.843  -0.6808
C  2.813  0.895  3.263  0.2741
C  3.004  1.102  4.672  -0.5976
C  3.917  1.992  5.190  -0.3893
C  4.737  2.747  4.347  -0.7187
C  4.597  2.560  2.981  -0.5498
C  3.676  1.681  2.409  0.7995
C  3.679  1.632  0.945  -0.7326
N  2.841  1.047  0.187  0.4111
N  3.149  1.142  -1.175  -0.4924
C  2.105  1.416  -1.918  -0.4351
O  0.916  1.686  -1.571  -0.6944
C  2.392  1.360  -3.405  0.1617
C  1.329  1.475  -4.294  -0.2868
C  1.532  1.358  -5.663  -0.5983
C  2.807  1.135  -6.164  -0.3051
C  3.879  1.036  -5.281  -0.6713
C  3.673  1.147  -3.914  0.1182
H  2.386  0.501  5.332  0.3225
H  4.002  2.100  6.268  0.3544
H  5.460  3.449  4.744  0.3497
H  5.229  3.129  2.304  0.2479
H  4.498  2.189  0.470  0.1320
H  0.343  1.636  -3.877  0.4404
H  0.689  1.434  -6.341  0.3719
H  2.967  1.040  -7.232  0.3467
H  4.879  0.865  -5.664  0.3388
H  4.490  1.059  -3.211  0.4107
O  -1.221  2.935  -0.262  -0.6894
H  -1.334  2.430  0.551  0.1806
H  -0.407  2.587  -0.682  0.5457
C  -0.476  -1.361  4.344  0.2011
O  -1.099  -0.566  5.379  -0.6527
C  -1.549  0.643  4.905  0.5732
C  -0.753  1.774  4.928  -0.0901
C  -1.262  2.978  4.459  -0.6325
C  -2.563  3.050  3.979  -0.6642
C  -3.356  1.914  3.942  -0.0380
C  -2.838  0.708  4.382  -0.3317
N  -3.585  -0.494  4.345  0.0399
C  -4.314  -1.043  3.355  -0.5572
C  -4.411  -0.781  2.011  0.9082
C  -5.423  -1.498  1.269  -0.9673
C  -5.587  -1.313  -0.053  -0.5686
C  -4.759  -0.363  -0.748  -0.0964
C  -3.783  0.320  -0.120  -0.7324
C  -3.470  0.067  1.274  0.3516
O  -2.430  0.497  1.792  -0.4906
H  0.405  -0.850  3.942  -0.2183
H  -1.193  -1.559  3.541  -0.0060
H  -0.190  -2.298  4.818  0.2522
H  0.273  1.693  5.265  0.3395
H  -0.628  3.854  4.446  0.3898
H  -2.950  3.986  3.596  0.3653
H  -4.355  1.943  3.525  0.4136
H  -3.452  -1.073  5.160  0.3471
H  -4.932  -1.861  3.721  0.2752
H  -6.041  -2.210  1.808  0.2547
H  -6.305  -1.895  -0.614  0.3028
H  -4.903  -0.237  -1.814  0.3343
H  -3.129  1.017  -0.632  0.5423
Cl  -1.319  -4.239  -4.241  -0.2060
C  0.136  -3.572  -3.576  1.0661
C  0.898  -2.755  -4.399  -0.9248
C  1.982  -2.063  -3.890  -0.1268
C  2.333  -2.219  -2.559  -0.5843
C  1.605  -3.091  -1.770  0.4865
Cl  2.095  -3.316  -0.115  -0.1146
C  0.470  -3.776  -2.231  -1.0216
N  -0.309  -4.469  -1.296  0.1179
C  -1.036  -5.629  -1.520  0.5091
C  -0.515  -6.667  -2.290  -0.2174
C  -1.243  -7.828  -2.494  -0.6060
C  -2.495  -7.977  -1.916  -0.6915
C  -3.000  -6.948  -1.127  -0.7099
C  -2.299  -5.773  -0.908  0.6682
C  -2.860  -4.660  -0.054  -1.3948
C  -2.896  -3.299  -0.816  0.6800
O  -3.704  -3.211  -1.748  -0.7282
O  -2.051  -2.440  -0.424  -0.5691
H  0.585  -2.617  -5.425  0.4304
H  2.530  -1.372  -4.518  0.4289
H  3.145  -1.649  -2.125  0.3865
H  -0.735  -3.802  -0.647  0.0169
H  0.462  -6.541  -2.743  0.4354
H  -0.829  -8.617  -3.111  0.3601
H  -3.074  -8.878  -2.077  0.3577
H  -3.982  -7.049  -0.677  0.3045
H  -2.248  -4.539  0.845  0.3849
H  -3.875  -4.918  0.252  0.3728

Atoms 1-3, force components in eV/Å:
0.195 -0.080 0.005
-0.112 0.011 -0.114
0.023 0.015 0.005

***

No. 2
The following is a quantum chemistry calculation of C42H35Cl5N2O2RuTe as an isolated structure, from OMol25.

Properties
lowest unoccupied orbital energy (spin up / spin down) = -4.709 / -4.597 eV
HOMO energy (spin up / spin down) = -0.374 / -0.394 Ha
orbital gap (spin up / spin down) = 5.474 / 6.132 eV
2S+1 = 2
total charge = +1
expectation value of S² = 0.968

Each line ends with the Mulliken charge.
Element x y z (Å)
Ru  1.073  1.480  2.118  -0.8803
Cl  7.010  0.997  5.786  -0.1683
C  5.589  1.503  4.975  0.5118
C  4.602  0.577  4.654  -0.3824
Cl  4.774  -1.082  5.056  -0.1879
C  3.462  1.013  3.998  1.1443
Cl  2.209  -0.127  3.560  -0.0520
C  3.256  2.343  3.640  -0.5971
O  2.148  2.765  3.033  -0.5384
C  4.263  3.261  3.963  0.2921
Cl  4.028  4.901  3.514  -0.1706
C  5.411  2.848  4.625  0.0741
Cl  6.625  3.992  5.012  -0.1640
C  0.360  4.644  -0.651  -1.1925
C  -0.952  4.997  -0.366  -0.5606
C  -1.628  4.349  0.653  -1.0231
C  -0.986  3.345  1.365  0.8648
N  0.280  2.997  1.051  0.9081
C  0.947  3.634  0.085  -0.5513
C  -1.525  2.602  2.510  0.1604
C  -2.807  2.778  3.013  -0.7267
C  -3.200  2.072  4.141  -0.8606
C  -2.315  1.205  4.770  -0.8553
C  -1.037  1.016  4.259  -0.1889
C  -0.629  1.694  3.113  1.1536
H  0.928  5.145  -1.422  0.4911
H  -1.439  5.785  -0.924  0.4658
H  -2.640  4.628  0.907  0.4790
H  1.971  3.317  -0.071  0.7936
H  -3.502  3.462  2.544  0.4193
H  -4.196  2.209  4.540  0.4392
H  -2.623  0.678  5.663  0.4689
H  -0.360  0.338  4.762  0.4337
C  -4.899  -0.729  -5.500  -1.6186
C  -4.045  -0.591  -4.272  0.6193
C  -4.269  -1.376  -3.148  -0.8920
C  -3.483  -1.278  -2.007  0.7316
C  -3.809  -2.162  -0.829  -1.5801
C  -2.436  -0.348  -2.009  0.1537
Te  -1.228  -0.166  -0.255  0.7162
N  0.930  0.354  0.520  0.6032
C  2.142  0.544  0.014  0.6954
O  2.913  1.193  0.780  -0.6110
C  2.599  0.033  -1.303  -0.3697
C  2.414  0.788  -2.454  -0.1099
C  2.880  0.315  -3.672  -0.5808
C  3.529  -0.910  -3.736  -0.5450
C  3.721  -1.659  -2.583  -0.7724
C  3.260  -1.188  -1.363  -0.0610
C  -0.575  -2.166  -0.140  1.2380
C  -0.040  -2.811  -1.259  0.7432
C  0.072  -2.198  -2.627  -1.4953
C  0.397  -4.124  -1.094  -0.9713
C  0.308  -4.792  0.117  0.4968
C  0.793  -6.206  0.265  -1.6374
C  -0.236  -4.116  1.204  -1.1023
C  -0.684  -2.808  1.100  0.7348
C  -1.241  -2.126  2.319  -1.4958
C  -2.204  0.481  -3.110  1.0691
C  -1.103  1.509  -3.159  -1.3883
C  -3.015  0.341  -4.228  -0.8139
H  -5.689  -1.463  -5.354  0.3677
H  -4.297  -1.043  -6.354  0.3396
H  -5.362  0.223  -5.760  0.3747
H  -5.090  -2.085  -3.154  0.3839
H  -4.839  -2.508  -0.896  0.5349
H  -3.704  -1.637  0.124  0.1704
H  -3.161  -3.039  -0.795  0.3179
H  1.919  1.751  -2.396  0.4900
H  2.747  0.906  -4.568  0.4587
H  3.895  -1.278  -4.686  0.4195
H  4.237  -2.608  -2.634  0.4490
H  3.412  -1.762  -0.457  0.5064
H  0.303  -1.134  -2.589  -0.2300
H  -0.856  -2.320  -3.188  0.4001
H  0.870  -2.685  -3.185  0.5182
H  0.819  -4.637  -1.951  0.3948
H  1.095  -6.624  -0.693  0.3750
H  0.013  -6.842  0.685  0.3790
H  1.649  -6.251  0.940  0.3421
H  -0.319  -4.623  2.158  0.4450
H  -1.406  -2.845  3.120  0.5232
H  -2.192  -1.623  2.122  0.2344
H  -0.552  -1.365  2.689  0.0736
H  -0.665  1.706  -2.179  -0.4692
H  -1.482  2.456  -3.545  0.6444
H  -0.296  1.180  -3.816  0.3126
H  -2.837  0.981  -5.086  0.4879

Atoms 1-3, force components in eV/Å:
0.102 -0.004 0.192
0.012 -0.018 0.011
-0.034 0.061 -0.025

***

For the records above, the corresponding total energy values read -3307.8431 -4545.0989 Eh.